C37H77FN6O29S7 | ωB97M-V/def2-TZVPD

```
157
Properties=species:S:1:pos:R:3:forces:R:3
H 2.81584 3.73187 0.99341 0.013 0.311 -0.056
H 4.12510 -1.13192 -4.48613 0.269 -0.004 0.185
C 4.41359 -1.19887 2.23541 -0.246 0.106 0.334
H -0.27348 -1.13414 -3.33615 -0.268 -0.074 0.157
C -1.42723 2.20837 -4.51978 -1.899 -0.345 -0.378
H -1.07872 0.60405 -7.52009 0.098 -0.069 0.080
H 5.89387 -0.17164 -2.13612 0.220 0.241 0.221
C 2.49930 5.00765 2.69618 -0.490 0.215 1.967
H -0.13609 -2.86985 -1.26209 -0.097 -0.004 0.036
H -2.74273 -4.79789 1.97943 0.050 0.170 -0.293
C -1.94752 4.70216 0.53475 0.479 0.400 0.772
S 6.60967 -2.69530 2.32185 1.104 0.482 -0.312
O -0.91124 6.72700 -3.17226 0.115 0.371 0.183
H -4.65575 0.19231 0.29727 0.348 -0.012 0.029
H -1.77952 -7.29665 -2.08648 0.004 0.093 0.526
O -2.96248 3.91003 2.86407 0.078 -0.820 -0.661
H 2.71652 -4.32904 0.16428 -0.093 0.035 -0.045
H 4.16446 0.01070 -2.09018 -0.199 0.383 -0.050
C 0.75567 0.47058 -0.54148 0.076 0.082 0.870
C 2.66599 -4.73548 -0.84021 0.235 -0.164 0.571
C -0.56734 1.59792 -5.60322 0.505 0.394 -0.125
S -2.88112 1.07817 -4.37340 1.159 0.129 -0.054
C -2.55139 0.25045 -5.97402 -0.360 -0.415 0.140
H 4.49030 -3.28607 1.45485 -0.017 0.131 -0.027
H -2.06253 -0.71294 -5.81771 -0.055 0.056 0.540
C 5.40587 -0.47145 3.14194 1.520 -0.345 0.613
S -3.89522 0.91984 6.38661 -0.836 0.763 -0.474
C -1.70344 -4.54495 2.18685 -0.958 -0.309 0.019
H 5.45085 -2.38893 -4.74012 0.116 0.444 0.108
H -4.46564 -1.58231 -2.07752 -0.249 0.166 -0.431
H 4.45050 -0.82189 1.21222 0.128 -0.118 -0.009
H 4.66196 -1.58293 -6.12185 -0.068 -0.255 -0.089
C 6.81849 -0.91442 2.70338 -0.827 -0.986 -0.696
H -3.49388 -7.01882 -1.41914 0.181 -0.346 0.059
O 4.87326 -3.99578 -0.84929 -0.142 0.004 -0.303
H 1.27769 -1.19550 -2.58984 0.046 -0.196 0.366
C -3.06546 3.07139 -0.86798 -0.944 0.314 -0.723
H 2.45163 -5.79940 -0.82710 -0.319 0.083 -0.028
C 4.80322 -2.66878 2.29517 0.767 -0.589 -0.031
C -5.08167 -0.89698 -1.48511 1.229 -1.332 0.032
H 3.50852 1.82102 4.18146 -0.782 -0.032 0.166
H 1.52945 -3.15025 3.55563 0.421 0.577 -0.244
O 3.77213 -4.01924 -5.70883 0.074 -0.147 -0.232
O -2.64870 0.14649 -3.27063 -0.379 0.474 -0.710
H 3.38273 -1.09589 2.56371 -0.006 0.173 0.005
H -1.56291 -4.89380 3.20801 0.565 0.205 -0.018
F 0.21842 4.02285 -2.37899 -0.127 -0.198 -0.170
H -3.08066 -6.95396 -3.16508 -0.205 0.175 0.055
H 1.67464 5.45830 3.25857 -0.239 -0.294 -0.128
S 3.53542 4.22390 4.01460 0.560 0.098 -1.263
O 7.08483 -3.51993 3.42291 -0.458 0.368 -0.566
H 5.21336 1.39965 -2.62594 -0.170 0.117 0.105
H 1.95545 -4.18086 -1.44405 0.103 -0.079 -0.210
C 5.09894 0.55033 -1.96050 0.217 -1.033 -0.267
O -6.39746 -3.16926 -1.79414 -0.115 -0.288 -0.261
H -2.19071 2.50998 -1.19764 0.133 -0.030 0.331
C 3.32072 2.53197 3.37935 0.459 0.301 -0.497
H -3.71381 -1.66816 1.56532 -0.163 -0.011 0.047
O 4.18992 -5.26602 -2.46516 0.263 0.267 -0.022
O -4.09572 1.85975 -4.41009 0.184 -0.477 0.013
O 6.20418 0.99811 0.03036 0.175 -0.130 -0.096
H -3.65142 5.19296 -0.68320 -0.189 -0.257 0.084
H -3.51019 0.01376 -6.43269 -0.015 0.422 -0.180
H -2.12493 5.63055 1.07694 -0.157 -0.088 0.063
H -3.37010 -2.53602 0.10753 -0.305 -0.336 -0.047
C -1.56017 1.14136 -6.70620 0.191 0.342 0.464
O 4.88531 4.67665 3.72636 -0.279 -0.296 0.469
H 1.13151 4.11000 1.25635 -0.153 -0.087 0.212
C 0.22690 -0.97701 -2.37991 -0.165 0.105 -0.335
C 2.06199 3.88723 1.77570 1.047 -0.259 -1.136
H 4.61683 -3.19302 3.23442 -0.625 0.368 0.068
H 5.43755 0.61512 3.19502 -0.619 0.000 -0.313
H -1.62093 0.03936 6.41067 -0.526 -0.407 0.114
O -7.59235 -1.33943 -0.58287 0.111 -0.024 -0.210
H -5.39852 -0.07824 -2.12160 -0.315 0.099 0.261
H 7.61384 -0.80973 3.43272 0.003 0.122 0.005
C -1.20687 5.94634 -4.21808 -0.315 -0.118 0.748
H -4.09159 0.00360 2.87179 0.027 -0.247 0.148
H -1.82302 3.11205 -4.98806 -0.281 0.100 0.439
C -3.77250 0.45025 3.81722 -0.348 0.376 -0.777
N -2.47392 -5.31659 -1.98651 1.843 -0.581 1.174
H 0.04245 2.43204 -5.95872 0.282 -0.330 -0.221
C -4.17181 -0.60098 -0.27778 -1.397 -0.244 0.129
H -3.49367 1.47498 3.55920 -0.330 0.195 0.178
H 1.10895 7.10926 -3.02658 0.078 -0.025 0.140
H -1.12706 2.42567 -3.50350 0.577 -0.159 -0.083
H -2.68939 -1.22323 4.65259 0.144 -0.099 -0.167
O 2.99827 4.36470 5.34728 -0.069 -0.063 -0.589
C -2.75668 4.57403 -0.74510 0.454 -0.239 0.013
N 5.15152 1.01759 -0.55706 -0.075 0.467 0.111
O 1.00006 -0.22826 4.73293 -0.492 0.057 -0.220
C -2.73075 -6.77996 -2.14761 -0.588 0.289 -0.895
H 0.29284 6.38533 -1.57672 0.293 -0.005 -0.006
O -3.08377 -4.72736 -1.12158 -0.729 0.283 -0.147
C -4.11663 -1.89217 0.57702 0.390 0.277 -0.571
C -2.50961 -0.17491 4.40233 -0.091 0.340 -0.218
H -1.72205 1.53777 5.67806 -0.356 0.160 -0.854
C -0.39125 -1.81285 -1.27187 0.349 0.056 0.730
O 2.61087 -2.89398 -4.28812 -0.135 -0.023 0.058
O -2.21667 5.95987 -4.82705 0.002 0.060 -0.475
O -1.47804 -4.87325 -2.52740 -0.432 0.150 -0.630
H 0.09309 -2.04534 3.46707 0.112 -0.103 -0.166
C -2.24240 0.57781 5.69310 0.298 0.188 0.970
O 4.10958 1.44478 -0.09139 -0.205 -0.035 -0.005
N -0.87729 -5.34467 1.25545 -0.131 0.079 -0.250
C -4.85534 0.39934 4.87971 0.873 -1.203 1.467
H 0.08709 0.79499 -5.25886 -0.096 -0.093 -0.023
O 7.14861 -2.90705 0.98598 -0.385 -0.084 0.650
O -1.05628 -0.81327 1.10817 0.909 -0.021 0.065
C 0.08082 0.46297 -1.89671 -0.291 -0.005 -0.053
N 1.61353 -1.26523 4.60680 0.548 0.190 0.543
O 0.12011 -4.81496 0.82336 0.523 0.253 -0.069
S -6.37233 -2.03214 -0.92066 0.318 0.906 1.077
H 0.55667 1.30686 0.12886 -0.055 0.135 -0.169
C 0.90182 -2.43520 4.07880 -1.062 -0.814 -0.292
H -0.86358 4.61495 0.44047 -0.060 -0.134 -0.406
O -4.09204 2.34425 6.54525 0.361 -0.363 0.038
H -5.54807 -3.58417 0.62488 0.038 -0.006 0.258
O -4.17206 0.04795 7.49997 0.060 -0.184 -0.138
H 3.07475 5.86547 2.35914 0.237 -0.379 -0.570
H 4.13854 2.36041 2.67334 0.108 0.363 0.027
H 5.32752 -0.83914 4.16900 -0.501 0.121 0.024
H -1.70137 -0.06421 3.68005 0.142 -0.204 0.145
C -3.61361 2.63031 0.47120 1.203 -0.738 0.906
H 7.05561 -0.51657 1.71726 0.297 0.254 0.230
N 4.02590 -4.64397 -1.43441 -0.165 -0.055 -0.096
H -5.08811 -0.63556 5.16149 0.219 -0.161 -0.355
N 3.55741 -3.04252 -5.04200 -0.405 0.184 0.087
H -6.04047 -2.07750 1.49495 -0.431 -0.087 -0.184
O 2.77615 -1.39086 4.92316 0.325 -0.376 -0.028
H 1.82835 0.31893 -0.66261 0.048 0.049 0.259
H -2.19771 4.96101 -1.59686 0.018 -0.141 -0.035
C 0.62149 4.99300 -3.24735 0.145 1.457 -0.747
S -2.39807 3.33140 1.65715 -0.129 1.353 -0.280
H 1.92599 1.68213 1.93084 0.106 0.071 -0.170
O -0.18683 5.06353 -4.39733 0.143 -1.181 -0.170
H 1.14138 2.62363 3.18897 0.086 -0.361 0.176
H -1.48883 -3.50117 1.98761 0.068 0.047 0.325
H -3.84810 2.87205 -1.60477 0.142 0.127 -0.182
H -3.17598 -0.35000 -0.63331 -0.050 0.421 0.175
C -5.52429 -2.49656 0.63516 0.469 0.058 -0.441
H 0.47842 1.16608 -2.63034 0.441 0.091 0.325
O -1.25741 -6.44591 0.93393 -0.216 -0.365 0.143
O 1.29484 -1.75663 0.87650 -0.547 0.448 0.236
H -5.84535 0.83504 4.78815 0.407 0.896 -0.137
C 2.02814 2.56862 2.55054 -0.659 0.310 1.403
H -1.46955 -1.65710 -1.25179 -0.048 -0.245 -0.155
H -2.00926 2.03728 -7.13803 -0.221 -0.074 0.042
O -1.25136 2.43898 1.75959 -0.706 0.157 -0.139
C 4.53336 -1.92499 -5.09906 0.144 -0.230 -0.038
H -4.63633 2.95923 0.63501 0.093 0.222 0.282
H 1.62222 4.79261 -3.62222 0.099 -0.190 0.440
H -0.97413 0.72558 -1.81114 -0.048 -0.184 0.104
S 0.15496 -1.03847 0.32760 -0.204 -0.400 -2.177
H 0.46422 -3.02858 4.88373 0.076 0.512 0.406
H -3.51239 1.55821 0.64167 -0.150 0.246 -0.071
C 0.38296 6.38527 -2.66029 -0.281 -0.126 0.154
```
Forces are in eV/Å.

Highest occupied orbital energy   -9.78 eV
Molar mass   1313.5 g mol⁻¹
F_max   0.0440 Eh/bohr
Electronic energy   -186480.4336 eV

Löwdin population analysis, charges in e, atoms 1 to 2: H 0.1083; H 0.0744

=====

C37H77N3O10 | ωB97M-V/def2-TZVPD

```
127
Properties=species:S:1:pos:R:3:forces:R:3
H 3.92327 4.20860 -0.32296 -0.323 -0.401 0.141
H 0.93707 2.38448 -2.28706 -0.778 -0.430 0.128
C 1.80167 -3.43377 3.45548 -0.887 -0.499 -0.966
H 4.69575 4.50903 -2.88615 0.909 0.455 0.168
C 3.41584 4.22254 -1.28754 -0.886 1.664 -0.464
H 3.08147 -1.75916 3.16826 -0.190 0.360 0.240
C -2.79313 4.86987 4.91188 -1.216 1.880 2.456
N 0.88919 0.64287 -0.02780 2.112 0.421 -0.641
C -3.52151 0.19226 -1.47297 -0.418 -0.923 -0.214
H -4.58720 -1.28350 5.06142 0.058 -0.312 -0.092
C 1.96723 6.03121 -2.00150 0.990 -1.979 -1.025
H 4.15821 1.90629 2.61656 0.164 -0.068 -0.069
C -2.16374 6.13731 5.49366 2.083 0.165 -0.359
H 1.77140 -6.77348 -4.17546 0.014 0.080 0.093
N -1.97384 3.88520 4.59491 3.009 -1.133 -1.006
H 0.00247 -2.07915 0.40987 -0.327 -0.278 0.489
H -2.81355 2.78415 3.07465 -0.699 -0.159 0.089
H -1.06917 -0.06413 -4.25229 -0.629 0.119 -0.094
O -2.91498 1.75997 -3.16028 1.749 -0.922 -1.588
H 3.36896 6.79733 -3.53624 0.395 0.030 0.328
H 1.62336 1.88658 1.59329 -0.072 -0.955 0.137
H 1.82783 -6.23048 -1.85878 0.346 -0.172 -0.311
H -6.34278 -1.12851 1.17285 0.151 -0.664 -0.031
C -4.59579 0.40131 -2.52162 -1.070 0.251 -1.062
H -1.09972 6.03592 5.70741 0.427 -0.678 -0.217
C 5.84985 0.94098 1.52199 0.660 1.040 -0.664
C -4.61530 -0.95482 4.02253 0.739 -1.546 -0.103
H 4.27176 -0.31033 4.08738 0.379 -0.555 0.043
H -1.02680 3.17121 -3.71967 0.208 0.341 -0.057
H -3.95066 0.35617 -0.48450 0.334 -0.035 0.059
H -1.64505 -1.33868 0.42160 0.232 -0.065 0.263
H 3.38389 3.24841 -1.77554 -0.456 -0.311 0.430
H 1.87360 0.32400 -4.16191 -0.225 0.052 -0.142
H -2.77059 -1.43730 2.94453 0.172 -0.204 -0.214
H -0.56171 -1.34544 -0.97169 0.044 0.551 -0.284
H 2.45892 -4.93268 -0.05636 -0.668 -0.149 0.422
H 2.06988 6.89998 -1.35126 -0.305 0.165 -0.379
H -4.13909 -4.19869 -5.34334 -0.133 -0.028 0.195
O -4.00865 4.77984 4.94634 -0.207 -0.508 -0.791
H -1.37546 -5.29964 -2.76377 -0.299 -0.223 0.050
C 0.99158 -2.66936 4.44956 1.042 -0.221 1.349
H 3.32318 -5.92079 -3.99454 -0.060 0.085 -0.785
H 0.87512 -1.65279 4.07392 -0.578 -0.036 0.032
H 0.04976 -3.14841 4.71711 0.069 0.244 0.140
H 0.67166 -0.03911 -2.93738 0.372 -0.040 0.206
O -4.47628 -1.78329 1.83528 0.005 -0.958 -2.286
C 3.10389 5.85885 -3.04933 -0.787 0.608 0.794
H 5.50296 1.04798 0.49422 0.681 -0.082 -0.344
H -4.44615 1.42263 -4.52975 -0.016 0.409 0.349
C 6.55665 -0.41246 1.81628 -0.682 1.197 -1.157
C 1.90987 -4.27223 -2.01299 0.322 0.800 -0.487
H 2.04082 -3.19156 6.48530 -0.573 0.082 -0.038
C -3.77619 -1.85084 3.02108 -0.638 0.402 2.415
H 6.48052 1.79639 1.76415 0.087 0.032 -0.003
C -1.71320 -3.37462 -3.71026 0.379 0.100 0.896
C 0.00826 -0.06158 0.69666 -1.047 1.935 1.301
C 1.96738 -4.08315 -0.53049 0.696 -0.662 -0.522
H -1.40046 0.97891 -1.76906 0.084 -0.199 -0.469
H -0.97203 4.01340 4.60209 -0.303 0.510 0.193
H 1.93013 -4.45806 3.80536 -0.270 -0.251 -0.524
C -0.11669 2.81057 -4.19898 -0.264 -1.365 -1.083
C 0.90171 2.10162 -3.33913 1.622 0.635 -0.406
O -0.39927 0.34984 1.77583 0.305 0.025 0.172
C 2.10170 -2.54595 5.60918 -1.462 0.572 -0.345
O 3.34030 -2.82621 5.02994 0.555 0.336 -2.584
O 2.10552 4.83957 -1.18548 -0.350 -0.699 0.554
H 1.04600 5.88393 -2.56518 -0.453 0.754 0.638
H 2.58918 2.03125 0.17975 -0.233 -0.603 -0.575
H 1.37578 0.19657 -0.79209 -0.278 -0.216 0.074
C 2.23999 -5.82224 -3.92316 0.039 0.047 0.467
C -3.96584 -3.95310 -4.29559 1.393 0.219 1.015
H 6.24137 -1.00649 0.95847 0.207 -0.909 0.213
C -2.40312 2.61345 4.06989 -1.207 0.313 -0.125
C -3.84599 0.88760 -3.79378 -0.757 0.363 1.569
H -2.59536 -4.30815 -1.88246 0.401 0.391 0.242
N 2.00941 -5.49588 -2.52773 -0.761 -1.083 0.861
O -3.24965 -5.05874 -3.66873 -0.505 -0.053 -0.033
H 2.70853 -3.28620 -0.46993 -0.552 0.423 0.537
C 0.90486 0.62919 -3.76630 -0.402 -0.561 1.508
H -2.45909 6.49529 6.47993 -1.176 -0.191 -0.445
H 5.63768 0.76321 4.27413 0.186 0.099 0.003
H 1.41892 -3.31159 2.44223 -0.234 -0.584 -0.131
H -1.66330 1.83675 3.87621 0.503 0.428 0.763
H 1.81579 -5.03637 -4.54811 0.332 -0.044 -0.018
H -3.35188 0.12215 -4.39214 0.513 -0.524 0.342
H 2.01444 -1.49127 5.87022 0.384 0.086 0.682
C -2.16140 -4.54965 -2.85275 -0.829 -0.234 -1.739
H -3.26037 -0.86213 -1.56332 0.762 0.154 0.356
C 4.14032 5.15646 -2.20760 1.491 -0.202 -1.036
C 3.10050 -2.78135 3.54624 2.008 0.222 1.611
H -4.85629 -3.64253 -3.74902 -0.553 -0.959 -0.235
C -2.46383 1.20623 -1.84430 -1.795 1.746 -0.848
O 1.85827 -3.26473 -2.69856 -0.202 0.710 -0.890
H -4.07082 -0.01056 4.01972 -0.880 0.539 -0.167
H -5.27023 1.18579 -2.17836 0.061 0.324 -0.297
C -5.57120 -0.93343 1.91764 -1.382 0.613 0.854
C 1.57181 1.81651 0.50677 -0.751 1.276 0.918
H -1.23190 -3.70299 -4.63147 0.131 -0.345 0.162
H -5.20546 0.06460 1.67625 -0.247 0.602 0.358
H 2.81007 5.20579 -3.87109 -0.390 -0.164 0.100
H 7.64518 -0.38439 1.86547 -0.009 0.251 -0.166
C -0.24207 0.45700 -4.73441 1.434 0.395 0.013
H -3.14279 2.33787 4.82159 -0.380 -0.884 -0.682
O -0.61161 1.76518 -5.14840 -0.768 -0.277 0.688
C 5.11373 0.13286 3.55563 0.003 0.018 0.234
H 4.76235 5.84086 -1.63072 0.169 0.017 -0.328
H 0.12451 -0.17661 -5.54204 -0.663 0.318 -0.658
C -6.03986 -1.01330 3.40024 1.477 1.922 0.522
C 4.60496 0.94634 2.35770 0.537 -1.680 0.926
H -6.66538 -1.81454 3.79376 0.470 -0.639 -0.741
O 6.05412 -0.86747 3.03225 -1.688 0.449 1.084
H 3.89413 0.28873 1.85732 -0.503 0.243 -0.052
H -6.54972 -0.14153 3.81031 -0.195 0.395 -0.704
C -0.60640 -1.22595 0.11082 -0.252 -2.381 -1.243
H -2.93853 -2.08098 -4.91773 -0.274 0.096 -0.038
H -0.99385 -2.77280 -3.15487 -0.018 0.428 -0.102
H 3.93143 -3.24453 3.01417 0.059 -0.314 0.429
H 0.94624 -3.84533 -0.23249 0.406 0.034 0.645
H -3.77531 -2.89341 3.33910 0.373 -0.076 0.099
H 1.88265 2.45505 -3.65685 0.044 0.313 -0.093
H -2.65626 2.19226 -1.42144 0.489 -0.300 1.539
H 0.94857 2.69174 0.32336 0.150 0.237 -0.533
H -3.42975 -2.20620 -3.19591 0.051 0.269 -0.095
H -2.09581 6.93087 4.74952 -0.806 0.196 0.074
C -3.03996 -2.74517 -4.05944 0.341 0.315 -0.349
H -5.26823 -0.43433 -2.71563 0.367 -0.323 0.105
H 0.32699 3.49550 -4.92156 -0.216 0.508 0.367
```
Forces are in eV/Å.

Total charge   +1
2S+1   2
Highest occupied orbital energy (spin up / spin down)   -10.88 / -10.88 eV
Molar mass   724.0 g mol⁻¹
F_max   0.0655 Eh/bohr
Electronic energy   -64548.3925 eV

Löwdin population analysis, charges in e, atoms 1 to 2: H 0.1213; H 0.1013

=====

Q: What is the F_max in the second record?
A: 0.0655 Eh/bohr